1.
Below is C17H24O6 in the gas phase, with properties calculated with ωB97M-V/def2-TZVPD.

The geometry in ORCA input format:
```
! RIJCOSX wB97M-V def2-TZVPD def2/J DEFGRID3
* xyz 0 1
C 4.39612 2.94934 0.33818
C 3.35298 2.64597 1.40319
H 3.73611 2.85262 2.40447
H 2.44384 3.22849 1.22203
O 3.01688 1.25603 1.41255
C 2.12572 0.84174 0.51197
O 1.53507 1.56020 -0.24719
C 1.96009 -0.66839 0.57709
C 2.73596 -1.28217 -0.58790
O 2.44144 -2.30608 -1.13875
O 3.78991 -0.52932 -0.89615
C 4.63528 -0.98651 -1.95702
C 5.64138 -2.01387 -1.46040
H 5.12263 -2.90374 -1.11264
H 6.22725 -1.60245 -0.64194
H 6.30880 -2.29046 -2.27137
H 5.13521 -0.08828 -2.32460
H 4.00976 -1.41609 -2.74566
H 2.43453 -1.02667 1.49704
C 0.48960 -1.08399 0.52411
C -0.22033 -0.83090 1.85102
C -1.69629 -1.20959 1.76800
O -2.31630 -0.32686 0.85934
C -3.63714 -0.49151 0.57445
C -4.46399 -1.45190 1.13936
C -5.79733 -1.50411 0.75782
C -6.31092 -0.62363 -0.16669
C -5.48053 0.34504 -0.73776
C -4.14889 0.40645 -0.36456
H -3.46557 1.13208 -0.77342
O -6.06954 1.17409 -1.64307
C -5.28048 2.16425 -2.25663
H -5.94752 2.69469 -2.93460
H -4.87595 2.86783 -1.52204
H -4.45713 1.72455 -2.82834
H -7.34530 -0.65984 -0.46686
H -6.44091 -2.25158 1.19735
H -4.09261 -2.15510 1.86697
H -2.16291 -1.12186 2.75969
H -1.79793 -2.24735 1.42114
H 0.24613 -1.41318 2.64812
H -0.15003 0.22778 2.10614
H -0.00775 -0.51193 -0.26048
H 0.43703 -2.14277 0.26408
H 5.27983 2.33569 0.49421
H 3.98882 2.73524 -0.64664
H 4.67502 3.99805 0.38640
*
```

The structure (SMILES) is CCOC(=O)C(CCCOc1cccc(OC)c1)C(=O)OCC. Its total energy is -1113.63816 a.u. The gap between HOMO and LUMO comes out at 8.976 eV. The energy above the lowest of the compared OMol25 structures with the same formula, charge and spin is 2.6 kcal per mole.

2.
Below is 3 unconnected molecules or ions with the total composition C27H50ClN3O3P, with properties calculated with ωB97M-V/def2-TZVPD.

The geometry in ORCA input format:
```
! RIJCOSX wB97M-V def2-TZVPD def2/J DEFGRID3
* xyz -1 3
O 4.51190 -4.19010 0.20037
P 3.12079 -3.79624 -0.61080
Cl 1.71407 -4.98229 0.39081
C 2.78330 -2.07000 -0.17900
C 1.44478 -1.76620 0.44728
C 0.35984 -1.59770 -0.61114
C -0.90944 -0.93135 -0.06785
C -1.68259 -1.84390 0.89008
N -2.74504 -2.63031 0.25777
C -3.81444 -2.99446 0.98464
C -4.63945 -3.73715 0.19742
C -4.01345 -3.79958 -1.05173
C -2.85630 -3.10681 -1.00739
H 4.29286 -4.54130 1.07344
H 2.84298 -1.52842 -1.12859
H 1.16383 -2.51129 1.19184
H 1.56037 -0.83474 1.01618
H 0.76725 -0.94181 -1.37384
H 0.10835 -2.55983 -1.05923
H -1.51846 -0.51567 -0.86721
H -0.57013 -0.08356 0.53178
H -0.96688 -2.54166 1.33030
H -2.08722 -1.27026 1.71799
H -3.98083 -2.74426 2.01450
H -5.56961 -4.20154 0.45834
H -4.40395 -4.33239 -1.90136
H -2.12113 -2.93411 -1.76904
C -1.18685 3.55086 6.17448
C -1.48652 2.81708 4.84457
C -2.83827 2.10631 4.93687
C -2.81200 0.85571 5.81356
C -1.69163 -0.08726 5.37917
C -0.32480 0.59478 5.29791
N -0.38119 1.86646 4.51609
O -0.42946 1.58729 3.25380
C 0.20456 0.85899 6.72122
C 0.68177 -0.37235 4.68313
C -1.57738 3.91890 3.79155
H -1.60715 4.55622 6.16575
H -1.61638 3.05371 7.04381
H -0.11383 3.65860 6.33461
H -3.16876 1.81809 3.93378
H -3.58819 2.80416 5.31713
H -2.69749 1.12463 6.86780
H -3.77086 0.33842 5.73822
H -1.63512 -0.93267 6.06840
H -1.94896 -0.50610 4.40056
H 1.12590 1.44264 6.69098
H 0.42939 -0.08528 7.21789
H -0.50398 1.37424 7.36584
H 0.36574 -0.73834 3.70701
H 0.80153 -1.24669 5.32312
H 1.66241 0.09369 4.57262
H -0.62613 4.44383 3.68833
H -2.33494 4.64458 4.08755
H -1.86669 3.53730 2.81391
C 0.61503 0.08493 -6.98917
C 0.47441 0.52071 -5.50876
C 0.49921 2.05475 -5.42737
C 1.88782 2.64604 -5.63871
C 2.88815 1.98435 -4.69806
C 2.86827 0.45058 -4.78418
N 1.51509 -0.12429 -4.68515
O 1.10820 -0.02693 -3.33343
C 3.54678 0.01086 -6.09847
C 3.76007 -0.10792 -3.68118
C -0.90745 0.04073 -5.07982
H -0.35995 0.04546 -7.48323
H 1.22213 0.77016 -7.58396
H 1.04874 -0.91292 -7.05913
H 0.13542 2.37245 -4.44557
H -0.19556 2.47851 -6.16418
H 2.20622 2.53513 -6.68164
H 1.86179 3.72386 -5.44655
H 3.89737 2.35841 -4.91281
H 2.65799 2.29336 -3.67407
H 3.45891 -1.06868 -6.23098
H 4.61326 0.25781 -6.07942
H 3.14525 0.49814 -6.98534
H 3.45012 0.23628 -2.69544
H 4.79421 0.22096 -3.83043
H 3.74910 -1.20106 -3.68722
H -0.97130 -1.04945 -5.12116
H -1.66969 0.45339 -5.74959
H -1.15569 0.36351 -4.07018
*
```

Its total energy is -2250.18043 a.u. The expectation value of S² is 2.0106. The gap between HOMO and LUMO (spin up / spin down) comes out at 4.073 / 3.542 eV.

3.
Below is a molecular structure, C11H11IrN2O, with properties calculated with ωB97M-V/def2-TZVPD.

The geometry in ORCA input format:
```
! RIJCOSX wB97M-V def2-TZVPD def2/J DEFGRID3
* xyz 2 1
Ir -0.04760 0.45140 -0.18830
C 0.63530 2.34090 1.48520
C 1.41630 2.02690 0.33140
C 1.99030 0.71550 0.53640
C 1.51130 0.23230 1.79600
C 0.68870 1.23440 2.37220
H 0.16410 3.28600 1.69460
H 1.73870 2.74640 -0.40820
H 2.83640 0.31360 -0.00480
H 1.81050 -0.68380 2.27800
H 0.24050 1.19300 3.34910
N -4.22450 -3.75470 -0.76460
C -4.88320 -2.63070 -0.52570
O -6.09050 -2.53300 -0.49870
C -4.08600 -1.34560 -0.27510
C -4.83940 -0.18720 -0.07350
C -4.19470 1.02140 0.13620
C -2.81290 1.03110 0.14070
N -2.08440 -0.08010 -0.05270
C -2.69780 -1.25410 -0.24780
H -4.77660 -4.58760 -0.93730
H -3.22490 -3.85200 -0.79440
H -5.92050 -0.24330 -0.07690
H -4.75050 1.93380 0.29060
H -2.27310 1.95910 0.31610
H -2.06030 -2.12110 -0.37460
*
```

Its total energy is -714.09411 a.u. The gap between HOMO and LUMO (spin up / spin down) comes out at 4.993 / 4.791 eV. The energy above the lowest of the compared OMol25 structures with the same formula, charge and spin is 37.4 kcal per mole.

4.
Below is 2 unconnected molecules or ions with the total composition C5H11OS, with properties calculated with ωB97M-V/def2-TZVPD.

The geometry in ORCA input format:
```
! RIJCOSX wB97M-V def2-TZVPD def2/J DEFGRID3
* xyz 0 2
C -0.68753 -0.24248 2.59131
C -1.51012 0.98957 2.17066
S -0.44749 2.14046 1.19551
H 0.12310 0.08009 3.20701
H -0.34668 -0.76512 1.65147
H -1.25995 -1.00457 3.21813
H -1.90168 1.52812 3.06256
H -2.42031 0.75125 1.56621
C 1.94038 -1.32096 -2.11779
C 0.61320 -0.64109 -2.31384
C 0.25938 0.44202 -1.60748
O -0.94868 1.10233 -1.65538
H 2.56385 -1.25007 -3.03727
H 2.46682 -0.86170 -1.29525
H 1.77663 -2.37722 -1.87030
H -0.14980 -1.01977 -3.01917
H 1.02027 0.89124 -0.94256
H -1.09140 1.55791 -0.80382
*
```

Its total energy is -670.44791 a.u. The expectation value of S² is 0.7529. The gap between HOMO and LUMO (spin up / spin down) comes out at 9.178 / 5.934 eV. The energy above the lowest of the compared OMol25 structures with the same formula, charge and spin is 7.1 kcal per mole.

5.
Below is 7 unconnected molecules or ions with the total composition H14O7, with properties calculated with ωB97M-V/def2-TZVPD.

The geometry in ORCA input format:
```
! RIJCOSX wB97M-V def2-TZVPD def2/J DEFGRID3
* xyz 0 1
O -1.74990 2.30652 0.12786
H -2.57490 2.74652 -0.14214
H -1.75590 1.37952 0.26586
O -0.65090 -0.57748 0.23886
H -0.02290 -0.25048 0.89786
H -0.34390 -0.63348 -0.66914
O 1.30810 2.87252 -0.14414
H 0.93310 3.77652 -0.08414
H 0.59710 2.25052 -0.29414
O 2.52410 -2.12748 0.36886
H 2.39710 -1.27948 0.84786
H 1.62710 -2.51348 0.68886
O -0.44590 -0.06348 -2.37414
H -0.08090 -0.42948 -3.11614
H -1.10290 0.54652 -2.69814
O -2.12190 -2.93548 0.01386
H -2.96190 -2.79148 -0.33114
H -1.53190 -2.03748 0.00786
O 1.64910 -0.14648 1.99786
H 2.16710 0.62652 1.68286
H 2.14110 -0.71948 2.71486
*
```

The structure (SMILES) is O.O.O.O.O.O.O. Its total energy is -535.04005 a.u. The gap between HOMO and LUMO comes out at 10.633 eV. The energy above the lowest of the compared OMol25 structures with the same formula, charge and spin is 52.6 kcal per mole.

6.
Below is C2H4BrFO in the gas phase, with properties calculated with ωB97M-V/def2-TZVPD.

The geometry in ORCA input format:
```
! RIJCOSX wB97M-V def2-TZVPD def2/J DEFGRID3
* xyz 0 1
C 0.67742 0.37757 0.17901
C -0.72774 -0.18147 -0.51480
O 1.21639 -0.66111 0.84446
F -0.35897 -0.62676 -1.75779
Br -2.06746 1.22459 -0.75393
H 0.31902 1.08943 0.89149
H 1.24895 0.68939 -0.73018
H -1.10375 -1.00178 0.18208
H 0.79613 -0.90986 1.65966
*
```

The structure (SMILES) is OC[C@H](F)Br. Its total energy is -2827.68635 a.u. The gap between HOMO and LUMO comes out at 10.720 eV. The energy above the lowest of the compared OMol25 structures with the same formula, charge and spin is 29.2 kcal per mole.